Record 1
{
  "formula": "C4H3Cl3O2",
  "method": "ωB97M-V/def2-TZVPD",
  "elements": ["C", "C", "C", "C", "O", "O", "Cl", "Cl", "Cl", "H", "H", "H"],
  "coordinates": [[1.318295, -0.764464, -1.169335], [-1.373574, 0.511577, 0.499886], [0.111946, 1.297217, -0.932905], [-0.796089, -0.357704, 1.315895], [1.783470, -0.921176, -0.088875], [0.465842, 0.209362, -1.596720], [1.421225, 1.910294, -0.004859], [-1.034344, -2.008944, 1.020703], [0.097365, 0.020007, 2.624576], [1.613530, -1.402762, -2.046333], [-1.627486, 1.544706, 0.716494], [-1.980180, -0.038112, -0.338527]],
  "atomic_forces_ev_per_a": [[1.98, -1.29, -0.95], [-2.61, -0.63, -2.18], [-0.51, 0.66, -0.13], [-0.77, -0.05, -1.04], [-0.69, 0.21, 0.02], [-0.27, -0.63, -0.33], [0.52, 0.52, 0.51], [0.15, -1.22, -0.16], [1.31, 0.68, 1.99], [-0.58, 0.45, 0.55], [0.41, -0.29, 0.08], [1.06, 1.59, 1.63]],
  "homo_lumo_gap_ev": 7.940,
  "relative_energy_ev": 1.905,
  "total_charge": 0,
  "e_lumo_ev": -0.69,
  "total_energy_ha": -1685.12612,
  "multiplicity": 1
}



Record 2
{
  "formula": "C18H30ClCrN5OS",
  "method": "ωB97M-V/def2-TZVPD",
  "elements": ["Cr", "C", "C", "N", "C", "C", "N", "C", "C", "N", "H", "H", "H", "H", "H", "H", "H", "H", "H", "H", "H", "H", "H", "H", "H", "C", "C", "N", "C", "C", "C", "S", "N", "C", "O", "C", "C", "C", "C", "C", "C", "H", "H", "H", "H", "H", "H", "H", "H", "H", "H", "H", "H", "H", "H", "H", "Cl"],
  "coordinates": [[1.040547, 0.019906, 0.502325], [0.717177, 1.606218, 2.902365], [1.358794, 0.346696, 3.473077], [1.409718, -0.728945, 2.449729], [2.712604, -1.431698, 2.374865], [3.734851, -0.529577, 1.689664], [3.142231, 0.162072, 0.510340], [3.462871, 1.606857, 0.449639], [2.654042, 2.345124, 1.513086], [1.252826, 1.853337, 1.544757], [0.893342, 2.453296, 3.569807], [-0.356443, 1.465094, 2.798043], [0.811406, 0.021151, 4.357278], [2.378310, 0.554901, 3.798651], [0.675015, -1.410937, 2.613345], [2.556812, -2.331706, 1.786239], [3.073273, -1.715877, 3.366326], [4.603217, -1.117886, 1.395482], [4.095556, 0.231677, 2.381680], [3.446542, -0.294025, -0.344577], [3.194951, 1.962275, -0.544532], [4.529802, 1.792058, 0.594875], [2.688343, 3.417391, 1.322670], [3.094182, 2.190519, 2.498092], [0.644575, 2.500478, 1.052309], [-1.594621, -2.668764, -2.997973], [-1.661847, -1.284873, -3.629845], [-0.542786, -0.414100, -3.235005], [0.572823, -0.263376, -4.178826], [1.665837, -1.305658, -3.995058], [-0.560490, 0.148783, -2.039307], [0.794046, 1.146895, -1.523251], [-1.680513, 0.040491, -1.324525], [-1.809608, 0.157175, -0.028046], [-0.857107, 0.076137, 0.836021], [-3.172834, 0.378807, 0.508498], [-3.385989, 0.375029, 1.885827], [-4.653872, 0.594281, 2.397274], [-5.717968, 0.822235, 1.534813], [-5.511424, 0.826102, 0.161793], [-4.245433, 0.602306, -0.351334], [-2.451666, -3.258046, -3.324732], [-1.619610, -2.597831, -1.911277], [-0.686380, -3.195077, -3.288901], [-2.585577, -0.787268, -3.341459], [-1.635509, -1.357426, -4.715627], [0.980950, 0.738346, -4.075654], [0.142546, -0.335510, -5.176541], [2.064656, -1.265035, -2.983108], [2.472701, -1.115815, -4.703799], [1.289805, -2.312891, -4.171747], [-2.556427, 0.183938, 2.552383], [-4.814992, 0.583915, 3.467090], [-6.709336, 0.993714, 1.933292], [-6.340744, 1.002025, -0.510361], [-4.073738, 0.600509, -1.418430], [1.070585, -2.077423, -0.407748]],
  "atomic_forces_ev_per_a": [[0.05, -0.21, 0.11], [0.02, -0.04, 0.02], [0.01, 0.04, -0.02], [0.02, -0.06, 0.03], [0.03, 0.05, -0.03], [-0.04, -0.02, 0.05], [0.07, 0.01, 0.01], [-0.04, 0.01, 0.04], [0.06, -0.02, -0.02], [-0.01, -0.02, -0.02], [0.00, 0.02, -0.01], [-0.02, 0.01, -0.02], [0.00, -0.02, 0.00], [0.00, -0.02, 0.00], [0.00, 0.00, 0.01], [-0.02, -0.01, 0.00], [-0.01, 0.00, 0.02], [0.01, 0.00, -0.02], [0.00, 0.01, -0.01], [0.00, 0.00, 0.00], [0.00, -0.02, -0.02], [0.02, -0.01, 0.00], [-0.02, 0.01, 0.01], [-0.02, 0.00, 0.01], [0.00, 0.01, 0.01], [-0.01, 0.06, 0.01], [-0.04, -0.12, -0.03], [0.04, -0.01, 0.11], [0.04, -0.03, 0.00], [-0.04, 0.00, -0.01], [-0.03, 0.12, -0.08], [0.00, 0.14, -0.21], [-0.17, -0.07, 0.11], [0.24, 0.04, -0.18], [-0.12, 0.03, -0.06], [-0.04, -0.04, 0.11], [-0.01, -0.01, 0.00], [-0.01, 0.00, -0.01], [0.02, 0.00, 0.00], [-0.03, 0.01, -0.01], [0.02, 0.00, -0.02], [0.00, 0.01, -0.01], [0.02, -0.01, -0.02], [-0.01, -0.01, 0.02], [-0.01, 0.02, -0.01], [0.01, 0.02, 0.00], [-0.01, 0.02, 0.03], [-0.02, 0.02, 0.00], [0.00, -0.01, 0.01], [-0.02, 0.00, 0.00], [0.01, 0.00, 0.00], [0.01, 0.00, 0.00], [0.00, 0.00, -0.01], [0.00, 0.00, 0.00], [0.01, 0.00, 0.01], [-0.01, 0.00, 0.00], [0.03, 0.07, 0.13]],
  "homo_lumo_gap_ev": [8.892, 8.863],
  "relative_energy_ev": 0.000,
  "total_charge": 1,
  "e_lumo_ev": [-2.54, -2.66],
  "total_energy_ha": -2955.73891,
  "multiplicity": 4
}